Record 1
A cluster of 2 separate species, C4H6INO in total. Source: the OMol25 dataset; level of theory: wB97M-V/def2-TZVPD.

Atoms and positions in Å:
C 0.150 1.829 0.270
C 1.380 1.598 -0.317
C 0.421 -0.295 -0.006
C 0.265 -1.742 -0.167
N -0.406 0.624 0.470
O 1.472 0.329 -0.550
I -3.745 -0.726 0.691
H -0.190 2.725 0.801
H -2.345 -0.413 0.170
H 2.053 2.291 -0.816
H 0.887 -1.924 -0.983
H -0.751 -2.050 -0.207
H 0.810 -2.246 0.644

The net charge is 0. Its largest force on an atom is 0.0760 Eh/bohr. Its SMILES is Cc1ncco1.I. For the molecular weight, the calculation gives 211.0 u. The calculation puts the HOMO energy at -9.109 eV. The relative energy (zero: lowest compared OMol25 entry of this formula, charge and spin) comes out at 32.5 kcal per mole.

Record 2
A structure of composition C5H12O3. Source: the OMol25 dataset; level of theory: wB97M-V/def2-TZVPD.

Atoms and positions in Å:
C -1.300 0.716 -1.307
C -0.158 0.776 -0.285
C 0.765 -0.434 -0.537
C 0.142 -1.814 -0.365
O 1.102 -2.853 -0.390
H -1.874 1.651 -1.262
H -0.927 0.621 -2.336
H -2.000 -0.089 -1.042
H 1.190 -0.369 -1.551
H 1.660 -0.358 0.101
H -0.451 -1.856 0.565
H -0.549 -2.032 -1.191
H 1.703 -2.746 0.353
O 0.602 1.933 -0.656
H 1.286 2.089 0.002
H -0.940 1.452 0.606
C -0.008 0.786 2.294
O -0.977 1.614 2.225
H -0.291 -0.268 2.478
H 1.028 1.181 2.298

The net charge is 0. Its largest force on an atom is 0.1111 Eh/bohr. For the molecular weight, the calculation gives 120.1 u. The calculation puts the HOMO energy at -8.978 eV. The relative energy (zero: lowest compared OMol25 entry of this formula, charge and spin) comes out at 119.0 kcal per mole.

Record 3
A structure of composition C4H8N2O. Source: the OMol25 dataset; level of theory: wB97M-V/def2-TZVPD.

Atoms and positions in Å:
C 2.161 0.206 0.419
C -0.552 -0.091 -0.219
N -0.190 -1.456 -0.221
C -1.822 0.324 0.062
C 1.014 1.058 -0.055
O -2.867 -0.551 0.051
N 0.127 0.876 -1.004
H -3.701 -0.070 0.073
H -0.956 -2.057 0.052
H 0.236 -1.746 -1.091
H -2.051 1.379 0.110
H 1.192 2.119 0.160
H 1.924 -0.850 0.500
H 2.472 0.526 1.414
H 3.013 0.332 -0.252

The net charge is 0. Its largest force on an atom is 0.0628 Eh/bohr. For the molecular weight, the calculation gives 100.1 u. The calculation puts the HOMO energy at -7.261 eV. The relative energy (zero: lowest compared OMol25 entry of this formula, charge and spin) comes out at 107.9 kcal per mole.

Record 4
A structure of composition C31H36NOPRuSi2Te. Source: the OMol25 dataset; level of theory: wB97M-V/def2-TZVPD.

Atoms and positions in Å:
Ru 0.023 1.649 -0.175
O -1.370 3.101 -1.773
C -1.773 2.672 -0.706
C -3.165 2.234 -0.398
C -4.276 3.032 -0.626
C -5.517 2.580 -0.209
C -5.643 1.345 0.419
C -4.532 0.534 0.604
C -3.284 0.979 0.185
P -1.743 -0.001 0.094
C -2.145 -0.987 -1.384
C -1.515 -0.678 -2.583
C -1.856 -1.345 -3.749
C -2.827 -2.336 -3.723
C -3.466 -2.648 -2.530
C -3.133 -1.969 -1.367
C -1.838 -1.067 1.553
C -2.126 -0.442 2.766
C -2.170 -1.177 3.939
C -1.925 -2.543 3.912
C -1.638 -3.170 2.710
C -1.596 -2.436 1.533
H -4.163 4.000 -1.096
H -6.394 3.196 -0.360
H -6.615 1.010 0.757
H -4.638 -0.433 1.079
H -0.745 0.085 -2.604
H -1.357 -1.093 -4.675
H -3.088 -2.864 -4.631
H -4.229 -3.415 -2.502
H -3.645 -2.214 -0.445
H -2.306 0.628 2.794
H -2.388 -0.680 4.875
H -1.956 -3.116 4.829
H -1.445 -4.235 2.682
H -1.368 -2.932 0.601
C 2.908 2.770 1.968
Si 2.561 0.930 1.737
C 4.170 0.067 2.226
C 1.321 0.347 3.019
C 1.932 0.574 0.000
C 1.913 -0.898 -0.302
C 3.098 -1.653 -0.301
C 3.083 -2.981 -0.669
C 1.879 -3.563 -1.047
C 0.754 -2.766 -1.008
N 0.755 -1.487 -0.628
Si 2.911 1.400 -1.395
C 2.694 0.400 -2.974
C 4.764 1.546 -1.077
C 2.353 3.165 -1.758
H 3.702 2.894 2.708
H 2.032 3.312 2.328
H 3.236 3.259 1.053
H 4.405 0.395 3.242
H 5.009 0.357 1.589
H 4.110 -1.021 2.249
H 1.652 0.604 4.028
H 1.191 -0.738 2.974
H 0.344 0.805 2.859
H 4.031 -1.180 -0.033
H 4.002 -3.555 -0.676
H 1.816 -4.593 -1.367
H -0.207 -3.167 -1.314
H 3.295 -0.511 -2.946
H 3.017 0.989 -3.834
H 1.658 0.094 -3.143
H 5.231 0.577 -0.890
H 4.977 2.190 -0.222
H 5.256 1.983 -1.950
H 1.305 3.290 -2.048
H 2.957 3.529 -2.595
H 2.534 3.830 -0.913
Te -0.799 3.538 1.314

The net charge is 0. The multiplicity is 5. Its largest force on an atom is 0.0082 Eh/bohr. For the molecular weight, the calculation gives 754.5 u. The calculation puts the HOMO energy (alpha / beta) at -6.823 / -8.086 eV. The relative energy (zero: lowest compared OMol25 entry of this formula, charge and spin) comes out at 15.3 kcal per mole.

Record 5
The ion C4H11NPS with charge +1. Source: the OMol25 dataset; level of theory: wB97M-V/def2-TZVPD.

Atoms and positions in Å:
C -0.795 -0.688 1.309
C -1.108 -1.755 0.289
C 0.550 -0.414 -1.483
C 0.756 0.553 -0.270
N -0.495 0.595 0.634
P 0.910 2.391 -0.899
S 0.233 -2.156 -0.856
H -1.645 -0.771 2.084
H 0.016 -0.778 2.057
H -1.210 -2.689 0.901
H -1.909 -1.566 -0.332
H -0.323 -0.089 -2.143
H 1.497 -0.357 -2.035
H 1.624 0.290 0.237
H -1.258 0.883 0.072
H -0.349 1.458 1.180
H 2.263 2.397 -1.228
H 1.244 2.697 0.485

The net charge is +1. Its largest force on an atom is 0.0756 Eh/bohr. Its SMILES is P[C@@H]1CSCC[NH2+]1. For the molecular weight, the calculation gives 136.2 u. The calculation puts the HOMO energy at -12.833 eV. The relative energy (zero: lowest compared OMol25 entry of this formula, charge and spin) comes out at 28.1 kcal per mole.

Record 6
An isolated molecule of C2H5P. Source: the OMol25 dataset; level of theory: wB97M-V/def2-TZVPD.

Atoms and positions in Å:
C -1.224 1.155 0.429
C 0.900 -0.947 -0.263
P -0.892 -0.773 -0.552
H -2.132 1.644 0.190
H -0.546 1.720 0.909
H 1.305 -0.287 0.481
H 1.230 -1.919 0.080
H 1.358 -0.593 -1.274

The net charge is 0. Its largest force on an atom is 0.1388 Eh/bohr. Its SMILES is C=PC. For the molecular weight, the calculation gives 60.0 u. The calculation puts the HOMO energy (alpha / beta) at -8.808 / -8.285 eV. The relative energy (zero: lowest compared OMol25 entry of this formula, charge and spin) comes out at 61.6 kcal per mole.

| no. | total energy (eV) |
| --- | --- |
| 1 | -15882.4072 |
| 2 | -11517.6044 |
| 3 | -9301.7123 |
| 4 | -71188.4219 |
| 5 | -25932.3417 |
| 6 | -11439.8394 |